{
  "formula": "C4H12NO3",
  "method": "ωB97M-V/def2-TZVPD",
  "elements": ["O", "C", "C", "C", "C", "O", "N", "H", "H", "H", "H", "H", "H", "H", "H", "H", "H", "H", "H", "O"],
  "xyz": [[0.49120, -2.07886, 1.97596], [0.96269, -1.89490, 0.93129], [0.89931, -0.34798, 0.49264], [0.28571, -0.18812, -1.02713], [1.37864, 0.52254, -1.82779], [-0.91370, 0.49958, -0.92866], [-0.11119, 0.36554, 1.52536], [1.23171, -2.64122, 0.11552], [1.97438, -0.06474, 0.70805], [0.23677, -1.24505, -1.56325], [1.48061, 1.60144, -1.49314], [2.33258, 0.10629, -1.61107], [1.25549, 0.26155, -3.00035], [-0.67837, 1.38114, -1.34892], [0.16216, 1.41891, 1.70440], [-0.14108, -0.27273, 2.39269], [-1.04905, 0.46905, 1.09250], [-3.56392, 1.38091, 0.72445], [-3.36948, -0.05843, 0.45428], [-2.86448, 0.78508, 0.68318]],
  "relative_energy_ev": 2.969,
  "homo_energy_ev": -14.2,
  "orbital_gap_ev": 11.0,
  "lumo_energy_ev": -3.23,
  "charge": 1,
  "fmax_ha_per_bohr": 0.091,
  "energy_ha": -439.76543
}